[1]
8
Properties=species:S:1:pos:R:3 method="wB97M-V/def2-TZVPD" multiplicity=1 homo_energy_ev=-11.881 smiles=FC(F)[C@@H](F)Cl homo_lumo_gap_ev=12.624
C -0.0784 -0.6855 -0.0343
C 0.2139 0.6935 0.1174
H 0.7858 -1.3026 0.1501
H 1.0031 0.9489 -0.6629
F -1.1002 -1.0393 0.8371
F -0.9391 1.4182 -0.0614
F 0.6967 0.9674 1.3772
Cl -0.5818 -1.0007 -1.7232


[2]
18
Properties=species:S:1:pos:R:3 method="wB97M-V/def2-TZVPD" multiplicity=1 homo_energy_ev=-9.405 smiles="C=NC.CNC" homo_lumo_gap_ev=10.541
C 2.5498 3.2937 2.0787
N 2.6069 2.9945 0.5740
C 2.5098 4.2646 -0.1670
H 1.5480 3.5843 2.2867
H 3.2632 4.0658 2.2914
H 2.9845 2.4544 2.4851
H 3.6071 2.8293 0.3642
H 2.8617 5.2627 0.0705
H 3.0143 4.0125 -1.1585
H 1.4217 4.4398 -0.5068
C -1.8546 -4.4711 -0.4089
C -3.5871 -3.1265 -1.6128
N -3.2163 -3.9891 -0.6644
H -1.8783 -5.0310 0.6688
H -1.4930 -5.2604 -1.0493
H -1.0805 -3.7715 -0.3394
H -4.6455 -2.8111 -1.3932
H -3.0453 -2.5768 -2.4260


[3]
14
Properties=species:S:1:pos:R:3 method="wB97M-V/def2-TZVPD" multiplicity=1 homo_energy_ev="-7.183 / -8.695" homo_lumo_gap_ev="6.742 / 9.295"
O 0.1628 -2.4430 0.5435
C -0.7471 -1.4858 0.4453
C -0.2571 -0.1961 0.1409
C -0.5692 0.7204 -1.1068
N 0.5830 1.4780 -0.4977
C 1.2117 0.0967 -0.2268
C -0.0732 1.2144 0.8202
H -1.7781 -1.8298 0.3477
H -0.3504 0.2842 -2.0858
H -1.5258 1.2608 -1.0976
H 1.0004 -2.0574 0.1662
H 1.9902 0.1573 0.5507
H 0.5716 1.3208 1.6981
H -1.0386 1.7305 0.9748


| no. | E_tot (Ha) | largest force on an atom (eV/A) |
| --- | --- | --- |
| 1 | -837.18489 | 3.860 |
| 2 | -268.98895 | 4.827 |
| 3 | -324.46259 | 1.886 |